No. 1
77
Properties=species:S:1:pos:R:3 method="wB97M-V/def2-TZVPD" largest_force_ev_per_a=5.7 gap_ev=7.99 smiles="CN(C)P(=O)(N(C)C)N(C)C.CN(C)P(=O)(N(C)C)N(C)C.COC[C@H](OC)C(F)(F)F"
C 5.326 3.014 -0.192
N 3.933 2.860 0.197
C 3.413 4.044 0.885
P 2.747 2.105 -0.806
O 2.575 3.140 -1.892
N 3.303 0.788 -1.794
C 4.696 0.433 -1.962
C 2.612 0.699 -3.073
N 2.247 0.972 0.473
C 0.872 1.172 0.955
C 3.117 0.594 1.561
H 5.894 3.416 0.648
H 5.464 3.675 -1.058
H 5.789 2.054 -0.407
H 3.041 3.776 1.882
H 2.589 4.512 0.337
H 4.181 4.803 1.012
H 5.286 1.240 -2.421
H 4.780 -0.447 -2.603
H 5.157 0.142 -1.015
H 3.028 1.398 -3.812
H 1.553 0.930 -2.960
H 2.679 -0.315 -3.476
H 0.787 2.054 1.603
H 0.520 0.300 1.511
H 0.192 1.311 0.107
H 3.191 1.360 2.344
H 4.121 0.357 1.217
H 2.712 -0.315 2.014
C -0.149 -4.166 4.816
N -1.091 -3.093 5.098
C -0.731 -2.340 6.303
P -1.779 -2.089 3.874
O -0.586 -1.257 3.471
N -2.090 -2.853 2.348
C -1.635 -4.184 2.002
C -1.916 -1.962 1.205
N -3.448 -2.418 4.412
C -4.149 -1.247 4.957
C -3.803 -3.612 5.142
H 0.052 -4.721 5.734
H 0.804 -3.809 4.405
H -0.572 -4.899 4.134
H -1.550 -2.368 7.033
H -0.515 -1.289 6.086
H 0.153 -2.752 6.784
H -0.538 -4.269 2.005
H -1.985 -4.447 1.003
H -2.058 -4.943 2.663
H -0.863 -1.866 0.908
H -2.285 -0.961 1.430
H -2.486 -2.332 0.351
H -3.801 -0.984 5.965
H -5.225 -1.424 4.999
H -3.988 -0.379 4.310
H -3.523 -3.572 6.203
H -3.362 -4.504 4.705
H -4.888 -3.732 5.083
C 0.451 2.170 -5.382
O -0.218 1.903 -6.608
C -1.140 0.865 -6.499
C -2.555 1.337 -6.004
O -2.520 2.706 -5.783
C -3.794 3.339 -5.801
C -2.943 0.524 -4.777
F -4.075 0.935 -4.189
F -1.995 0.458 -3.836
F -3.163 -0.749 -5.193
H 1.246 1.460 -5.180
H 0.789 3.198 -5.401
H -0.295 2.123 -4.591
H -0.741 0.080 -5.853
H -1.247 0.416 -7.481
H -3.240 1.070 -6.809
H -4.126 3.479 -4.774
H -3.680 4.330 -6.225
H -4.549 2.753 -6.317

No. 2
77
Properties=species:S:1:pos:R:3 method="wB97M-V/def2-TZVPD" relative_energy_kcal_mol=92.3 largest_force_ev_per_a=4.9 gap_ev="7.36 / 7.41" spin_multiplicity=2 charge=-1
O 1.980 10.000 -20.664
V 1.937 10.996 -21.848
C 5.521 9.855 -22.155
C 5.304 11.313 -22.409
C 5.418 11.486 -23.902
O 4.044 11.809 -21.888
H 6.427 9.379 -22.529
H 4.698 9.249 -22.534
H 5.528 9.701 -21.076
H 6.066 11.937 -21.944
H 5.507 12.527 -24.213
H 4.613 11.013 -24.466
H 6.386 11.183 -24.303
C -0.307 11.472 -23.161
O -1.239 11.544 -23.990
O 0.780 12.139 -23.249
O -0.243 10.677 -22.208
O 1.531 14.532 -18.784
S 0.782 13.777 -19.839
O 1.330 12.557 -20.418
O -0.679 13.409 -19.169
C -1.478 12.365 -19.724
C -2.822 12.342 -18.962
C 0.188 14.871 -21.264
H -0.922 11.433 -19.626
H -1.696 12.560 -20.774
H -3.248 13.345 -18.929
H -2.667 12.032 -17.929
H -3.506 11.633 -19.428
H -0.388 14.207 -21.909
H 1.061 15.360 -21.696
H -0.373 15.618 -20.702
O 1.112 10.422 -18.117
S 0.597 10.429 -16.753
O -0.753 9.864 -16.473
O 1.538 9.627 -15.616
C 1.857 8.321 -16.015
C 3.026 8.300 -17.028
C 0.560 12.255 -16.181
H 0.963 7.885 -16.461
H 1.933 7.726 -15.105
H 2.737 8.802 -17.952
H 3.122 7.225 -17.178
H 3.977 8.749 -16.743
H -0.344 12.667 -16.629
H 1.479 12.538 -16.695
H 0.701 12.285 -15.100
O 4.065 11.338 -15.941
S 4.848 12.076 -16.998
O 4.719 13.551 -17.020
O 6.475 11.827 -16.733
C 7.365 12.388 -17.719
C 8.695 11.775 -17.309
C 4.517 11.451 -18.637
H 7.433 13.471 -17.621
H 7.103 12.125 -18.744
H 8.875 11.778 -16.234
H 9.565 12.294 -17.712
H 8.822 10.761 -17.689
H 3.485 11.101 -18.652
H 5.146 10.574 -18.786
H 4.608 12.267 -19.355
O 2.308 9.529 -23.526
S 2.272 8.733 -24.786
O 3.458 8.027 -25.211
O 1.015 7.653 -24.630
C -0.239 7.948 -24.012
C -1.104 6.709 -24.245
C 1.554 9.697 -26.220
H -0.690 8.882 -24.347
H -0.045 8.042 -22.943
H -2.011 6.662 -23.643
H -0.600 5.755 -24.088
H -1.325 6.625 -25.309
H 1.442 8.969 -27.024
H 2.256 10.460 -26.556
H 0.681 10.187 -25.791

No. 3
34
Properties=species:S:1:pos:R:3 method="wB97M-V/def2-TZVPD" largest_force_ev_per_a=0.5 gap_ev="4.75 / 4.76" charge=+3
Pd -0.319 -0.249 0.156
C -3.639 1.133 2.675
C -3.084 0.158 1.786
C -1.918 -0.650 2.284
C -1.457 -1.742 1.592
C -1.949 -1.922 0.278
C -3.051 -1.100 -0.260
C -3.619 -0.119 0.484
H -4.294 0.499 3.345
H -4.311 1.855 2.212
H -2.926 1.563 3.385
H -1.509 -0.385 3.254
H -0.706 -2.406 2.006
H -1.621 -2.772 -0.314
H -3.378 -1.296 -1.275
H -4.445 0.475 0.110
O 2.337 1.841 2.314
C 1.808 1.231 1.461
O 0.632 0.561 1.671
C 2.230 0.991 0.039
C 3.514 0.709 -0.387
C 3.656 0.241 -1.686
C 2.577 -0.079 -2.561
C 1.345 0.219 -2.101
C 1.112 0.879 -0.850
N 0.126 -0.275 -2.745
O 0.024 -0.432 -3.901
O -0.807 -0.569 -1.913
N 5.043 -0.057 -2.192
O 5.096 -0.334 -3.364
O 5.920 0.027 -1.378
H 4.379 0.806 0.261
H 2.783 -0.564 -3.512
H 0.452 1.765 -0.875

No. 4
195
Properties=species:S:1:pos:R:3 method="wB97M-V/def2-TZVPD" relative_energy_kcal_mol=127.5 largest_force_ev_per_a=5.7 gap_ev=9.22 smiles="COC[C@H](C)N.COC[C@H](C)N.COC[C@H](C)N.COC[C@H](C)N.COC[C@H](C)N.COC[C@H](C)N.COC[C@H](C)N.COC[C@H](C)N.COC[C@H](C)N.COC[C@H](C)N.COC[C@H](C)N.NC(N)=O"
C 16.544 1.645 0.764
O 15.263 1.143 0.735
C 14.683 1.220 -0.576
C 13.363 0.483 -0.535
C 13.536 -1.001 -0.198
N 12.688 0.644 -1.792
H 17.308 0.889 0.581
H 16.718 1.930 1.802
H 16.628 2.614 0.272
H 14.593 2.297 -0.717
H 15.350 0.838 -1.348
H 12.722 0.988 0.188
H 14.013 -1.068 0.779
H 14.117 -1.512 -0.966
H 12.527 -1.402 -0.101
H 11.819 0.168 -1.598
H 12.352 1.596 -1.822
C 10.698 4.216 5.048
O 9.515 3.696 4.404
C 9.611 2.534 3.506
C 9.726 1.143 4.274
C 9.564 -0.018 3.316
N 8.679 1.069 5.328
H 11.189 4.889 4.345
H 11.328 3.526 5.610
H 10.329 4.911 5.802
H 8.680 2.575 2.940
H 10.461 2.734 2.853
H 10.687 1.063 4.782
H 10.144 0.274 2.440
H 8.510 -0.036 3.037
H 9.951 -0.996 3.599
H 9.015 1.690 6.050
H 7.919 1.624 4.961
C 6.401 2.719 -0.794
O 5.172 2.902 -1.406
C 4.954 4.270 -1.671
C 3.537 4.391 -2.328
C 2.382 3.917 -1.460
N 3.444 3.520 -3.439
H 6.343 1.818 -0.184
H 6.596 3.473 -0.030
H 7.242 2.740 -1.487
H 4.907 4.854 -0.751
H 5.749 4.638 -2.319
H 3.311 5.391 -2.698
H 2.252 4.436 -0.510
H 2.496 2.913 -1.052
H 1.367 4.018 -1.843
H 4.099 3.869 -4.124
H 3.942 2.693 -3.142
C 7.896 -3.982 -5.383
O 8.023 -4.488 -4.011
C 6.847 -4.511 -3.254
C 6.031 -5.772 -3.508
C 5.046 -5.759 -4.711
N 5.266 -6.209 -2.379
H 7.146 -4.473 -6.003
H 8.858 -4.086 -5.886
H 7.809 -2.896 -5.337
H 7.237 -4.465 -2.238
H 6.237 -3.609 -3.282
H 6.691 -6.638 -3.550
H 4.561 -4.788 -4.814
H 4.280 -6.532 -4.768
H 5.527 -5.867 -5.683
H 5.944 -6.576 -1.727
H 4.948 -5.318 -2.027
C 3.684 5.896 2.657
O 4.710 4.973 2.871
C 4.486 3.678 2.446
C 5.694 2.742 2.752
C 5.333 1.277 3.017
N 6.383 3.090 3.978
H 2.993 5.937 3.499
H 3.006 5.763 1.813
H 4.070 6.915 2.666
H 3.553 3.331 2.892
H 4.348 3.675 1.365
H 6.517 2.792 2.039
H 4.385 1.179 3.547
H 6.035 0.598 3.500
H 5.026 0.800 2.086
H 5.660 3.474 4.569
H 6.996 3.869 3.784
C 12.155 -7.164 1.315
O 13.022 -6.823 2.309
C 13.525 -7.992 3.037
C 14.521 -7.676 4.201
C 15.820 -6.953 3.710
N 14.907 -8.867 4.938
H 12.238 -6.377 0.565
H 11.104 -7.128 1.603
H 12.386 -8.101 0.809
H 12.821 -8.781 3.300
H 14.136 -8.478 2.276
H 14.027 -7.038 4.934
H 16.510 -6.792 4.538
H 15.551 -6.031 3.193
H 16.319 -7.700 3.092
H 15.753 -8.849 5.488
H 15.114 -9.631 4.312
C 8.357 1.423 -4.428
O 7.886 0.316 -3.604
C 8.566 -0.944 -3.666
C 9.953 -1.110 -2.957
C 10.467 -2.504 -3.153
N 10.018 -0.796 -1.530
H 7.981 2.326 -3.948
H 7.914 1.276 -5.413
H 9.428 1.450 -4.628
H 7.734 -1.495 -3.227
H 8.612 -1.110 -4.743
H 10.625 -0.436 -3.490
H 9.640 -3.165 -2.892
H 11.261 -2.751 -2.448
H 10.794 -2.773 -4.157
H 9.243 -0.158 -1.420
H 9.741 -1.573 -0.947
C 2.620 -7.925 4.197
O 3.096 -7.093 3.114
C 3.470 -5.794 3.358
C 4.379 -5.290 2.197
C 5.450 -6.307 1.800
N 4.923 -3.959 2.454
H 1.721 -7.404 4.528
H 3.436 -8.010 4.915
H 2.358 -8.895 3.777
H 2.706 -5.090 3.687
H 4.164 -5.793 4.198
H 3.815 -5.229 1.266
H 4.986 -6.991 1.088
H 5.736 -6.819 2.718
H 6.364 -5.808 1.478
H 5.454 -4.154 3.290
H 4.060 -3.482 2.676
C 2.661 0.022 -0.889
O 2.232 -0.975 0.101
C 1.924 -0.336 1.298
C 2.019 -1.452 2.399
C 1.179 -2.639 2.082
N 1.531 -0.822 3.609
H 2.852 -0.282 -1.918
H 3.649 0.346 -0.563
H 1.983 0.864 -1.029
H 2.594 0.480 1.569
H 0.892 -0.016 1.156
H 3.053 -1.781 2.501
H 0.141 -2.351 1.915
H 1.236 -3.435 2.825
H 1.679 -3.089 1.224
H 0.536 -0.654 3.576
H 1.914 0.051 3.944
C 5.669 -7.118 6.581
O 6.701 -7.186 5.624
C 7.391 -5.940 5.408
C 8.503 -6.120 4.396
C 9.564 -7.035 4.901
N 9.094 -4.858 4.094
H 6.057 -7.082 7.599
H 5.230 -8.115 6.547
H 4.928 -6.342 6.391
H 6.667 -5.213 5.041
H 7.711 -5.456 6.331
H 8.114 -6.533 3.465
H 9.053 -7.912 5.297
H 10.019 -6.497 5.733
H 10.312 -7.262 4.141
H 8.492 -4.160 3.681
H 9.811 -4.941 3.387
C 10.534 -3.156 0.943
O 9.367 -2.453 0.617
C 8.073 -3.122 0.729
C 6.911 -2.187 0.101
C 6.435 -0.987 0.952
N 5.731 -2.924 -0.302
H 10.781 -3.837 0.128
H 10.260 -3.718 1.836
H 11.364 -2.467 1.099
H 8.350 -3.890 0.007
H 7.809 -3.513 1.712
H 7.239 -1.731 -0.833
H 6.224 -1.395 1.941
H 5.487 -0.561 0.627
H 7.119 -0.141 1.025
H 4.971 -2.279 -0.466
H 5.427 -3.309 0.581
N 2.425 -4.463 -3.448
C 2.738 -3.354 -2.899
N 2.124 -3.214 -1.743
O 3.428 -2.503 -3.372
H 1.807 -5.012 -2.868
H 2.547 -4.672 -4.429
H 1.555 -3.929 -1.312
H 2.212 -2.283 -1.361

No. 5
62
Properties=species:S:1:pos:R:3 method="wB97M-V/def2-TZVPD" relative_energy_kcal_mol=0.0 largest_force_ev_per_a=8.7 gap_ev=8.94 smiles=Oc1ccc(O)cc1.CO.CO.CO.CO.CO.CO.CO.CO
O 2.620 -0.739 1.755
C 1.376 -0.333 1.310
C 0.971 -0.706 -0.036
C -0.215 -0.325 -0.521
C -1.150 0.449 0.199
O -2.271 0.801 -0.278
C -0.780 0.862 1.469
C 0.513 0.537 1.938
H 3.056 -1.119 0.938
H 1.571 -1.483 -0.629
H -0.438 -0.597 -1.562
H -2.482 1.704 -0.018
H -1.439 1.437 1.993
H 0.785 0.863 2.872
C -4.951 -1.373 0.926
O -3.840 -1.782 0.237
H -5.233 -1.929 1.779
H -5.727 -1.193 0.200
H -4.720 -0.529 1.450
H -2.919 -1.332 0.426
C 0.727 1.568 -5.424
O 1.216 0.801 -4.424
H 0.260 2.318 -4.733
H 0.066 0.990 -6.098
H 1.438 2.044 -5.980
H 0.471 0.765 -3.840
C 3.836 0.845 5.020
O 4.241 1.192 3.827
H 2.732 0.296 4.955
H 3.915 1.766 5.649
H 4.405 -0.040 5.252
H 3.709 0.836 2.942
C -3.204 4.086 -0.279
O -3.147 3.324 0.837
H -2.741 5.054 -0.159
H -4.219 4.361 -0.455
H -2.632 3.435 -1.058
H -3.404 3.782 1.667
C -1.416 -1.945 -4.073
O -1.113 -0.531 -3.735
H -0.697 -2.568 -4.508
H -2.262 -2.079 -4.636
H -1.805 -2.430 -3.212
H -1.830 -0.181 -4.280
C 3.087 -4.143 -1.106
O 2.593 -5.500 -0.874
H 3.992 -4.181 -1.555
H 2.732 -3.420 -0.360
H 2.241 -3.707 -1.934
H 2.326 -5.547 -0.010
C 2.265 2.814 -0.909
O 0.848 2.666 -1.208
H 2.683 1.957 -0.548
H 2.362 3.637 -0.218
H 2.742 3.211 -1.831
H 0.595 1.931 -0.796
C -0.128 -1.887 4.304
O -0.749 -2.118 3.115
H 0.892 -1.977 4.266
H -0.724 -2.437 5.105
H -0.343 -0.829 4.504
H -0.659 -1.356 2.378